Formula: C42H50BrN9OSn
Source: the OMol25 dataset
Level of theory: the ωB97M-V functional and the def2-TZVPD basis

The gap between HOMO and LUMO (alpha / beta) is 2.5 / 2.5 eV. Its net charge is +2. For the largest force on an atom, the calculation gives 5.7 eV/Å. The LUMO energy (alpha / beta) is -9.2 / -9.2 eV. Its spin multiplicity is 1.

Structure (XYZ):
```
104
C42H50BrN9OSn (the ωB97M-V functional and the def2-TZVPD basis)
Sn 11.08 12.62 10.01
Br 15.41 19.46 5.79
C 15.35 19.38 7.74
C 15.60 18.15 8.33
C 15.67 18.02 9.71
C 15.14 19.10 10.52
C 14.75 20.35 9.85
C 14.97 20.50 8.53
N 14.38 18.94 11.68
N 14.64 17.89 12.39
C 13.90 16.74 12.39
C 14.67 15.66 12.92
C 14.41 14.39 12.44
C 13.26 14.11 11.70
O 12.98 12.94 11.17
C 12.33 15.20 11.44
N 11.15 14.77 10.90
C 10.26 15.78 10.59
C 10.54 17.09 10.88
C 11.78 17.49 11.38
C 12.71 16.52 11.67
H 15.92 17.36 7.63
H 16.00 17.11 10.28
H 14.18 21.09 10.39
H 14.65 21.39 8.05
H 15.50 15.86 13.56
H 15.19 13.67 12.70
H 9.26 15.53 10.11
H 9.73 17.82 10.69
H 12.10 18.48 11.68
C 7.02 13.80 8.67
C 7.17 12.79 9.78
C 5.98 11.89 9.85
C 7.40 13.47 11.16
C 6.40 14.40 11.54
C 6.30 14.86 12.83
C 7.29 14.41 13.71
C 8.37 13.56 13.36
C 9.32 13.12 14.44
C 8.55 12.49 15.64
C 10.18 14.25 15.13
C 8.46 13.06 12.00
N 9.49 12.14 11.60
C 9.52 10.93 12.09
C 10.54 10.09 11.67
C 10.85 8.78 12.16
C 11.98 8.38 11.45
C 12.32 9.38 10.50
N 11.57 10.49 10.72
C 13.53 9.41 9.62
C 14.67 10.26 10.37
C 13.21 10.17 8.37
C 13.90 7.94 9.43
H 6.89 13.35 7.69
H 7.88 14.43 8.66
H 6.14 14.46 8.81
H 8.06 12.14 9.70
H 5.05 12.42 10.10
H 6.10 11.17 10.63
H 5.80 11.44 8.90
H 5.73 14.67 10.71
H 5.55 15.64 13.15
H 7.26 14.59 14.74
H 9.96 12.34 14.00
H 7.96 13.28 16.22
H 9.25 11.99 16.35
H 7.84 11.73 15.24
H 9.52 15.10 15.45
H 10.90 14.65 14.41
H 10.71 13.80 15.98
H 8.64 10.41 12.63
H 10.19 8.21 12.79
H 12.52 7.38 11.59
H 14.31 11.22 10.79
H 15.59 10.53 9.75
H 14.86 9.58 11.20
H 13.08 11.23 8.43
H 12.17 9.82 8.02
H 13.97 9.97 7.59
H 14.34 7.49 10.30
H 14.65 7.70 8.65
H 13.08 7.28 9.16
C 12.74 11.33 16.50
N 11.68 11.57 17.58
C 11.38 10.26 18.20
N 12.57 9.61 18.73
C 13.59 9.41 17.70
N 13.96 10.67 17.02
C 14.54 11.53 18.05
N 13.58 11.80 19.20
C 12.38 12.44 18.60
C 13.11 10.52 19.77
H 13.06 12.28 16.12
H 12.30 10.72 15.72
H 10.96 9.60 17.48
H 10.70 10.41 19.08
H 13.18 8.78 16.95
H 14.41 8.89 18.20
H 14.82 12.50 17.64
H 15.42 10.95 18.45
H 12.77 13.34 18.09
H 11.74 12.75 19.43
H 12.27 10.63 20.45
H 14.00 10.01 20.11
```



Formula: C42H50Cl2I2N7O10SSiTi
Source: the OMol25 dataset
Level of theory: the ωB97M-V functional and the def2-TZVPD basis

The gap between HOMO and LUMO (alpha / beta) is 6.3 / 3.7 eV. For the largest force on an atom, the calculation gives 2.3 eV/Å. The LUMO energy (alpha / beta) is -1.6 / -4.2 eV. Its spin multiplicity is 2.

Structure (XYZ):
```
116
C42H50Cl2I2N7O10SSiTi (the ωB97M-V functional and the def2-TZVPD basis)
Ti -0.38 -0.97 0.95
N -5.49 -4.44 5.80
C -4.97 -3.68 4.78
C -3.79 -2.96 4.98
C -3.29 -2.15 3.98
C -3.97 -2.06 2.77
C -5.16 -2.75 2.57
C -5.65 -3.56 3.56
S -3.47 -0.95 1.52
O -2.60 0.14 2.26
O -4.67 -0.38 0.97
N -2.48 -1.45 0.34
C -2.46 -2.82 -0.01
N -3.48 -3.58 0.32
C -3.41 -4.87 0.01
C -2.32 -5.40 -0.64
C -1.32 -4.49 -0.98
N -1.36 -3.21 -0.68
H -4.90 -4.68 6.57
H -6.23 -5.10 5.58
H -3.26 -3.04 5.92
H -2.37 -1.61 4.13
H -5.70 -2.65 1.63
H -6.57 -4.11 3.41
H -4.25 -5.48 0.30
H -2.25 -6.45 -0.89
H -0.44 -4.82 -1.53
O -0.11 -2.67 1.59
O -1.02 -1.95 2.45
I -2.48 1.77 0.67
I -2.87 4.14 -0.58
N 4.94 -4.87 0.71
C 4.48 -3.82 0.78
C 3.91 -2.50 0.84
C 4.72 -1.37 0.98
C 4.11 -0.13 0.97
C 2.74 -0.07 0.83
N 1.96 -1.15 0.72
C 2.54 -2.34 0.73
H 5.79 -1.48 1.09
H 4.69 0.77 1.09
H 2.22 0.89 0.80
H 1.88 -3.20 0.65
Cl 3.51 3.49 0.77
C 2.33 4.76 0.87
C 2.45 5.82 -0.02
C 1.47 6.79 -0.06
C 0.37 6.70 0.79
C 0.30 5.66 1.68
Cl -1.06 5.59 2.78
C 1.27 4.65 1.76
N 1.12 3.59 2.63
C 2.01 3.25 3.66
C 3.15 4.01 3.90
C 4.03 3.63 4.90
C 3.77 2.52 5.69
C 2.60 1.81 5.48
C 1.70 2.17 4.49
C 0.45 1.34 4.29
C 0.69 0.30 3.22
O 1.36 -0.67 3.46
O 0.16 0.58 2.02
H 3.30 5.85 -0.69
H 1.54 7.61 -0.77
H -0.42 7.44 0.76
H 0.17 3.26 2.75
H 3.34 4.90 3.32
H 4.93 4.22 5.06
H 4.47 2.22 6.46
H 2.37 0.95 6.10
H -0.42 1.96 4.04
H 0.24 0.81 5.22
C -1.84 -0.64 -5.16
C -2.41 -0.21 -3.81
C -3.06 -1.39 -3.11
C -3.40 0.94 -3.99
O -1.36 0.32 -2.99
Si 0.04 -0.20 -2.34
O -0.17 -0.27 -0.75
O 1.24 0.87 -2.65
C 1.28 2.25 -2.98
C 0.72 2.47 -4.38
C 2.74 2.66 -2.91
C 0.44 3.01 -1.95
O 0.51 -1.63 -2.94
C 1.64 -2.09 -3.67
C 1.90 -1.22 -4.90
C 2.86 -2.08 -2.75
C 1.31 -3.51 -4.10
H -2.65 -0.99 -5.81
H -1.13 -1.45 -5.02
H -1.34 0.19 -5.65
H -3.86 -1.80 -3.72
H -3.47 -1.07 -2.15
H -2.32 -2.17 -2.93
H -4.25 0.62 -4.60
H -2.92 1.79 -4.47
H -3.77 1.26 -3.01
H 1.33 1.94 -5.12
H 0.72 3.53 -4.62
H -0.30 2.10 -4.44
H 3.33 2.08 -3.62
H 3.13 2.50 -1.91
H 2.86 3.72 -3.16
H -0.60 2.69 -2.03
H 0.49 4.09 -2.12
H 0.79 2.79 -0.94
H 2.11 -0.19 -4.60
H 1.05 -1.22 -5.57
H 2.77 -1.60 -5.44
H 3.02 -1.08 -2.35
H 3.75 -2.39 -3.30
H 2.70 -2.77 -1.93
H 0.45 -3.52 -4.77
H 1.08 -4.12 -3.23
H 2.16 -3.96 -4.63
```



Formula: C42H50ClFGeN7NaO10Se2
Source: the OMol25 dataset
Level of theory: the ωB97M-V functional and the def2-TZVPD basis

The gap between HOMO and LUMO is 4.8 eV. Its net charge is -2. For the largest force on an atom, the calculation gives 1.1 eV/Å. The LUMO energy is 3.4 eV. Its spin multiplicity is 1.

Structure (XYZ):
```
115
C42H50ClFGeN7NaO10Se2 (the ωB97M-V functional and the def2-TZVPD basis)
Na 0.54 -0.92 0.28
N 0.12 2.82 1.64
C 0.64 1.93 2.56
C 1.35 2.49 3.64
C 1.84 1.64 4.61
C 1.63 0.27 4.49
C 0.95 -0.17 3.37
N 0.47 0.63 2.41
C -0.78 2.65 0.58
C -1.29 3.82 0.00
C -2.21 3.70 -1.01
C -2.61 2.43 -1.41
C -2.04 1.35 -0.77
N -1.13 1.44 0.20
H 0.32 3.78 1.84
H 1.49 3.56 3.71
H 2.38 2.05 5.46
H 1.98 -0.43 5.23
H 0.79 -1.23 3.22
H -0.96 4.79 0.35
H -2.62 4.58 -1.49
H -3.34 2.28 -2.20
H -2.32 0.34 -1.05
O 2.44 -4.65 0.97
Cl 1.56 -3.72 0.31
O 0.51 -4.41 -0.38
O 2.31 -2.89 -0.62
O 0.99 -2.82 1.32
O -1.97 0.23 -6.61
C -0.64 0.53 -6.20
C -0.33 -0.11 -4.88
C 0.97 -0.06 -4.39
C 1.24 -0.59 -3.15
N 0.31 -1.17 -2.40
C -0.92 -1.27 -2.88
C -1.29 -0.75 -4.11
C -1.89 -1.99 -1.99
C -3.07 -2.53 -2.46
C -3.92 -3.19 -1.57
C -5.25 -3.72 -2.01
O -6.17 -2.67 -2.31
C -3.53 -3.28 -0.25
C -2.32 -2.71 0.14
N -1.53 -2.07 -0.70
H -2.24 0.90 -7.24
H -0.50 1.61 -6.09
H 0.08 0.18 -6.95
H 1.76 0.42 -4.96
H 2.24 -0.55 -2.72
H -2.31 -0.79 -4.46
H -3.34 -2.46 -3.51
H -5.66 -4.38 -1.24
H -5.16 -4.29 -2.94
H -6.08 -2.01 -1.61
H -4.15 -3.77 0.49
H -2.00 -2.75 1.17
C 5.58 -3.53 -1.08
Ge 6.16 -2.34 0.35
C 6.96 -0.73 -0.42
C 7.54 -3.27 1.40
C 4.69 -1.87 1.54
Se 3.48 -0.56 0.73
C 4.14 0.99 1.70
H 6.31 -3.53 -1.89
H 4.61 -3.20 -1.46
H 5.45 -4.54 -0.70
H 7.87 -0.99 -0.97
H 7.21 0.00 0.35
H 6.26 -0.27 -1.12
H 8.40 -3.52 0.78
H 7.13 -4.19 1.81
H 7.88 -2.65 2.23
H 5.06 -1.47 2.48
H 4.09 -2.76 1.76
H 5.18 1.19 1.46
H 4.01 0.84 2.77
H 3.52 1.83 1.38
F 2.66 5.60 -5.03
C 3.15 4.37 -4.75
C 3.11 3.88 -3.51
N 3.65 2.66 -3.18
C 3.40 2.14 -1.83
C 1.89 1.95 -1.55
O 1.10 2.55 -2.29
O 1.64 1.21 -0.57
C 4.16 1.83 -4.14
O 4.60 0.72 -3.94
N 4.17 2.38 -5.42
C 3.71 3.61 -5.85
O 3.79 3.96 -7.01
H 2.68 4.44 -2.70
H 3.81 2.85 -1.11
H 3.93 1.19 -1.72
H 4.56 1.78 -6.13
C -8.21 0.79 6.24
C -6.99 0.52 5.40
C -6.22 1.55 4.89
C -5.11 1.32 4.08
C -4.32 2.49 3.58
C -4.73 0.00 3.74
Se -3.28 -0.29 2.54
C -5.49 -1.05 4.30
C -5.15 -2.49 4.04
C -6.59 -0.77 5.10
H -8.37 1.87 6.37
H -8.13 0.35 7.24
H -9.12 0.38 5.79
H -6.49 2.58 5.12
H -4.76 3.43 3.93
H -4.27 2.49 2.49
H -3.28 2.43 3.91
H -4.12 -2.58 3.69
H -5.79 -2.92 3.26
H -5.28 -3.09 4.95
H -7.16 -1.61 5.51
```



Formula: C42H51BrN7O14S
Source: the OMol25 dataset
Level of theory: the ωB97M-V functional and the def2-TZVPD basis

The gap between HOMO and LUMO is 7.8 eV. Its net charge is +1. For the largest force on an atom, the calculation gives 8.9 eV/Å. The LUMO energy is -3.6 eV. Its spin multiplicity is 1.

Structure (XYZ):
```
116
C42H51BrN7O14S (the ωB97M-V functional and the def2-TZVPD basis)
C -3.37 1.63 -0.83
C -3.56 0.00 -0.83
C -2.11 -0.82 -0.67
N -2.48 -2.29 -0.65
N -1.72 -3.02 0.24
C -0.49 -3.87 0.00
C 0.32 -4.14 -1.41
C 1.94 -3.75 -1.32
C 2.30 -2.30 -1.98
C 2.92 -1.20 -0.89
O 4.05 -1.77 -0.09
C 3.98 -1.24 1.31
O 4.38 -1.93 2.39
C 0.02 -4.57 1.42
C 1.26 -5.59 1.73
C 0.57 -7.15 1.21
C -0.14 -8.07 2.50
O -0.99 -7.27 1.34
N -1.01 -3.97 2.34
C -0.94 -4.27 3.81
C -0.36 -3.07 4.76
C 0.57 -1.96 4.00
C 0.36 -0.48 4.75
S -0.04 0.91 3.56
O 0.54 0.73 2.13
O 0.66 2.21 4.13
O -1.73 1.30 3.52
C -2.07 -3.05 1.73
Br -3.57 -2.11 2.68
H -3.92 2.10 -1.77
H -3.93 2.09 0.11
H -2.25 1.99 -0.87
H -4.07 -0.33 -1.84
H -4.23 -0.37 0.05
H -1.62 -0.43 0.31
H -1.49 -0.54 -1.65
H -2.51 -2.72 -1.60
H 0.30 -5.32 -1.58
H -0.19 -3.59 -2.31
H 2.27 -3.69 -0.17
H 2.62 -4.59 -1.83
H 3.16 -2.46 -2.79
H 1.38 -1.83 -2.55
H 3.38 -0.25 -1.45
H 2.02 -0.89 -0.17
H 3.59 -0.14 1.45
H 1.53 -5.73 2.86
H 2.18 -5.52 1.01
H 1.17 -7.77 0.30
H -0.80 -9.01 2.24
H -0.64 -7.35 3.29
H -0.30 -5.24 4.06
H -2.04 -4.51 4.20
H -1.24 -2.58 5.34
H 0.33 -3.59 5.58
H 0.32 -1.76 2.87
H 1.74 -2.22 4.03
H 1.36 -0.26 5.32
H -0.54 -0.52 5.53
H -2.20 0.71 2.84
C 6.01 2.29 7.98
C 5.57 1.60 6.85
C 4.50 0.71 6.94
C 3.86 0.53 8.17
C 4.30 1.21 9.31
C 5.38 2.09 9.21
N 2.72 -0.39 8.27
O 2.37 -0.99 7.24
O 2.16 -0.50 9.37
H 6.84 2.99 7.90
H 6.07 1.76 5.89
H 4.17 0.18 6.04
H 3.82 1.07 10.28
H 5.72 2.63 10.09
C 2.26 2.30 -7.08
C 2.66 2.71 -5.81
C 2.10 2.12 -4.67
C 1.13 1.11 -4.82
C 0.72 0.71 -6.10
C 1.29 1.30 -7.23
N 0.56 0.47 -3.64
O 0.93 0.87 -2.52
O -0.27 -0.44 -3.81
H 2.70 2.76 -7.96
H 3.41 3.48 -5.70
H 2.42 2.44 -3.69
H -0.03 -0.07 -6.23
H 0.98 0.99 -8.22
C -2.48 6.79 0.89
C -1.29 6.07 0.91
C -0.57 5.88 -0.27
C -1.06 6.41 -1.47
C -2.26 7.13 -1.50
C -2.98 7.31 -0.31
N -0.29 6.23 -2.71
O 0.76 5.58 -2.66
O -0.74 6.75 -3.75
H -3.04 6.94 1.81
H -0.91 5.67 1.84
H 0.36 5.32 -0.24
H -2.66 7.54 -2.42
H -3.91 7.87 -0.32
C -5.70 1.70 -5.90
C -5.68 2.14 -7.23
C -4.54 1.94 -8.01
C -3.42 1.30 -7.45
C -3.44 0.87 -6.12
C -4.59 1.07 -5.35
N -2.23 1.07 -8.27
O -2.24 1.49 -9.44
O -1.28 0.47 -7.76
H -6.59 1.85 -5.30
H -6.55 2.63 -7.65
H -4.53 2.29 -9.04
H -2.58 0.37 -5.67
H -4.61 0.74 -4.31
```